{"formula": "C30H58Br24N3O3S", "method": "ωB97M-V/def2-TZVPD", "total_charge": 1, "total_energy_ev": -1734505.198, "e_homo_ev": -10.910, "lumo_ev": -3.741, "gap_ev": 7.17, "symbols": ["O", "S", "O", "O", "C", "C", "C", "C", "N", "C", "C", "C", "Br", "N", "C", "N", "Br", "H", "H", "H", "H", "H", "H", "H", "H", "H", "H", "H", "H", "H", "H", "Br", "C", "C", "Br", "H", "H", "H", "H", "Br", "C", "C", "Br", "H", "H", "H", "H", "Br", "C", "C", "Br", "H", "H", "H", "H", "Br", "C", "C", "Br", "H", "H", "H", "H", "Br", "C", "C", "Br", "H", "H", "H", "H", "Br", "C", "C", "Br", "H", "H", "H", "H", "Br", "C", "C", "Br", "H", "H", "H", "H", "Br", "C", "C", "Br", "H", "H", "H", "H", "Br", "C", "C", "Br", "H", "H", "H", "H", "Br", "C", "C", "Br", "H", "H", "H", "H", "Br", "C", "C", "Br", "H", "H", "H", "H"], "xyz": [[6.04771, -3.71523, -0.14359], [5.74203, -2.55540, -1.12187], [6.95085, -1.58616, -1.35644], [5.30943, -3.13778, -2.70157], [4.31419, -1.43822, -0.52129], [3.56357, -0.93000, -1.92682], [2.64172, 0.39714, -1.65062], [1.02626, 0.16977, -1.80987], [0.04389, -0.71169, -1.06896], [0.49821, -1.65993, 0.04675], [-0.71936, -2.71708, 0.40401], [-1.11177, -3.72729, -0.84425], [-3.13552, -3.71020, -1.02719], [-1.28067, -0.55292, -1.51888], [-1.24646, 0.45506, -2.64642], [0.18639, 0.90140, -2.83583], [0.73209, 2.13432, -4.13766], [4.86510, -4.03325, -2.63197], [3.56165, -2.00459, 0.18255], [4.70979, -0.50361, 0.09474], [2.99846, -1.82638, -2.42298], [4.46381, -0.59121, -2.63253], [2.98377, 1.26152, -2.39576], [2.88857, 0.79469, -0.55915], [0.90752, -1.07387, 0.98867], [1.39358, -2.27460, -0.40042], [-1.68862, -2.13448, 0.77608], [-0.32761, -3.42055, 1.27427], [-0.71460, -4.82121, -0.72292], [-0.71163, -3.18329, -1.82738], [-2.24673, 0.74117, -3.18218], [6.83393, 0.93932, 0.12979], [6.15206, 2.68766, 0.66203], [5.29791, 2.58581, 1.90423], [3.52815, 1.87993, 1.48715], [5.61906, 3.09810, -0.19981], [7.04277, 3.29279, 0.85461], [5.11540, 3.57729, 2.32872], [5.72655, 1.93894, 2.67425], [3.70353, 4.43039, -3.64287], [3.36852, 6.35045, -3.56522], [1.94792, 6.67372, -3.96572], [1.72284, 6.58285, -5.90101], [4.11900, 6.83111, -4.19852], [3.54814, 6.62770, -2.52239], [1.69739, 7.70450, -3.69877], [1.20850, 5.99913, -3.52606], [-7.00636, -4.62495, -0.21790], [-6.67572, -6.17402, -1.35630], [-6.94523, -5.85263, -2.80787], [-8.85956, -5.82635, -3.18061], [-7.29129, -6.99090, -0.97017], [-5.62010, -6.41739, -1.20441], [-6.54018, -6.63419, -3.45721], [-6.54571, -4.88400, -3.11970], [8.27993, -2.75620, 4.42153], [7.36079, -4.46818, 4.25069], [6.39906, -4.45794, 3.08537], [4.76909, -3.48105, 3.52486], [6.87822, -4.66844, 5.21108], [8.15577, -5.20192, 4.08861], [6.06702, -5.47347, 2.85086], [6.81362, -3.99864, 2.18410], [-1.49179, 2.15679, -0.38357], [-2.80309, 3.55905, -0.03859], [-3.92284, 3.05517, 0.84190], [-5.17545, 1.95509, -0.17057], [-3.14481, 3.92263, -1.01140], [-2.24359, 4.35286, 0.46487], [-4.51997, 3.88949, 1.22122], [-3.57496, 2.45070, 1.68374], [3.18386, 3.56162, 5.51311], [4.46338, 2.98883, 6.86944], [5.77495, 2.57572, 6.24326], [5.64395, 0.80530, 5.43534], [3.98460, 2.19044, 7.44275], [4.60167, 3.86096, 7.51510], [6.55371, 2.48297, 7.00582], [6.11738, 3.25904, 5.46164], [9.91680, 3.45147, -0.45975], [11.59087, 2.46048, -0.31724], [11.33673, 0.98275, -0.13094], [10.79672, 0.58553, 1.70069], [12.15937, 2.91055, 0.50104], [12.11178, 2.64658, -1.26098], [12.25627, 0.41103, -0.28624], [10.55496, 0.59042, -0.78671], [-9.05878, 4.28476, 1.84979], [-7.60074, 3.43156, 2.82500], [-6.88847, 4.42061, 3.71799], [-5.69710, 5.57056, 2.68718], [-6.94723, 2.96840, 2.08086], [-8.07823, 2.64804, 3.42059], [-6.23788, 3.90054, 4.42707], [-7.56806, 5.07640, 4.26863], [-5.66378, -0.23668, -4.11595], [-7.10187, 0.93589, -4.71749], [-7.84044, 1.53984, -3.54585], [-9.05824, 0.24796, -2.73822], [-7.74212, 0.34331, -5.37648], [-6.60606, 1.71473, -5.30418], [-8.47916, 2.36404, -3.87642], [-7.17856, 1.89487, -2.75150], [0.25242, -2.23339, 4.59539], [-0.74940, -3.59678, 5.56617], [-0.92514, -4.84372, 4.73115], [-2.31389, -4.59997, 3.38347], [-1.69510, -3.14095, 5.87145], [-0.14978, -3.80948, 6.45602], [-1.27287, -5.67601, 5.34995], [-0.01649, -5.14429, 4.20282], [-10.46378, -2.96234, -5.04583], [-11.90187, -1.78977, -5.64738], [-12.64044, -1.18582, -4.47574], [-13.85824, -2.47770, -3.66810], [-12.54212, -2.38235, -6.30637], [-11.40606, -1.01093, -6.23407], [-13.27916, -0.36162, -4.80630], [-11.97856, -0.83080, -3.68139]], "atomic_forces_ev_per_a": [[-1.9, 3.7, -3.8], [5.3, 0.1, 1.9], [-5.0, -3.7, 0.3], [-0.2, -0.1, 2.7], [-1.9, 0.5, -0.6], [1.2, 0.1, 0.2], [-0.3, 0.2, 0.1], [-3.3, -0.1, -0.7], [2.4, 4.0, -3.5], [-0.1, -1.5, 0.2], [0.0, -0.5, 0.7], [0.9, 1.7, -0.4], [1.5, -0.3, 0.1], [2.6, 3.3, -4.2], [2.8, -3.4, 3.8], [-2.1, -3.9, 3.5], [-0.2, -0.7, 0.9], [0.8, 1.2, 0.3], [1.8, 0.6, -1.5], [-0.2, -2.2, -1.5], [1.0, 1.9, 0.9], [-2.2, -0.8, 1.4], [-1.1, -1.9, 1.6], [-0.8, -0.8, -2.4], [-1.2, -1.0, -2.0], [-1.7, 1.3, 0.8], [2.3, -1.3, -0.8], [-0.8, 1.8, -1.6], [-0.9, 2.3, -0.2], [-0.9, -1.7, 2.0], [2.5, -0.4, 1.0], [-0.1, 0.4, 0.0], [0.3, -0.1, 0.0], [0.2, 0.3, 0.1], [0.0, 0.0, 0.3], [0.1, -0.1, 0.3], [-0.2, -0.1, 0.1], [0.0, -0.2, -0.1], [-0.1, 0.1, -0.2], [0.1, 0.0, -0.1], [0.0, 0.0, 0.3], [-0.1, 0.2, -0.2], [-0.1, -0.1, 0.1], [-0.3, -0.1, 0.1], [-0.1, 0.0, -0.2], [0.1, -0.2, 0.0], [0.3, 0.1, 0.0], [0.0, -0.1, 0.0], [0.3, 0.1, 0.1], [-0.1, -0.2, -0.2], [0.1, 0.1, 0.0], [0.1, 0.2, -0.2], [-0.2, 0.1, -0.1], [0.0, 0.1, 0.2], [-0.1, -0.2, 0.2], [-0.1, -0.1, 0.1], [0.2, 0.0, 0.0], [0.0, -0.2, -0.1], [0.0, 0.1, -0.1], [0.0, 0.1, -0.3], [-0.2, 0.1, 0.0], [0.1, 0.2, 0.1], [-0.1, -0.1, 0.3], [-0.3, 0.8, 0.5], [0.2, 0.3, 0.3], [-0.2, 0.1, -0.1], [0.1, -0.1, 0.1], [0.0, -0.2, 0.3], [-0.2, -0.1, 0.0], [0.3, -0.2, -0.2], [0.0, 0.1, -0.2], [0.0, -0.1, 0.0], [0.0, 0.3, 0.1], [0.1, -0.2, 0.1], [0.0, 0.1, -0.1], [0.2, 0.1, -0.2], [0.0, -0.2, -0.1], [-0.2, 0.0, -0.1], [-0.2, -0.1, 0.2], [0.1, 0.1, 0.1], [0.0, 0.1, -0.2], [0.1, -0.2, 0.2], [-0.1, 0.0, -0.1], [-0.2, -0.2, -0.2], [-0.1, -0.1, 0.2], [-0.1, 0.2, 0.0], [0.2, 0.2, 0.1], [0.2, -0.1, 0.0], [-0.3, -0.1, 0.0], [0.2, -0.2, 0.1], [-0.2, 0.3, 0.2], [-0.1, 0.1, 0.2], [0.1, 0.2, 0.0], [-0.1, 0.1, -0.1], [0.1, -0.2, -0.2], [0.0, -0.1, 0.0], [0.2, 0.2, -0.1], [-0.3, 0.0, 0.0], [0.2, 0.1, 0.0], [0.1, 0.1, 0.3], [-0.1, -0.1, 0.1], [0.2, -0.1, 0.0], [-0.1, -0.1, -0.2], [-0.1, 0.0, 0.0], [0.2, 0.0, 0.1], [-0.2, -0.2, 0.1], [0.1, 0.0, 0.0], [0.2, -0.2, -0.2], [-0.1, 0.0, -0.2], [0.1, 0.2, -0.1], [-0.2, 0.2, 0.2], [-0.1, 0.0, -0.1], [0.3, 0.1, -0.1], [-0.3, 0.1, 0.0], [0.1, 0.1, 0.0], [0.1, 0.2, 0.2], [-0.1, -0.1, 0.1], [0.1, -0.2, 0.0], [-0.1, -0.1, -0.3]], "lowdin_charge": [-0.3695, 0.8084, -0.4400, -0.2242, -0.2342, -0.1988, -0.1164, -0.0654, -0.1036, -0.1059, -0.2689, -0.5544, 0.5230, 0.0517, -0.1376, -0.5007, 0.8138, 0.1083, 0.1030, 0.0169, 0.1200, 0.1366, 0.1060, 0.0007, 0.1518, 0.1237, 0.1064, 0.0907, 0.0858, 0.0656, 0.1483, 0.7361, -0.6499, -0.6534, 0.6850, 0.0520, 0.0357, 0.0611, 0.0119, 0.5685, -0.6791, -0.6969, 0.6089, 0.0590, 0.0613, 0.0626, 0.0461, 0.5817, -0.6954, -0.6925, 0.6010, 0.0540, 0.0486, 0.0589, 0.0510, 0.5993, -0.6900, -0.6932, 0.5765, 0.0520, 0.0603, 0.0628, 0.0292, 0.7566, -0.6421, -0.7012, 0.6348, 0.0597, 0.0639, -0.0558, 0.0622, 0.5916, -0.6875, -0.6837, 0.6231, 0.0552, 0.0604, 0.0614, 0.0501, 0.5995, -0.6843, -0.6892, 0.5930, 0.0544, 0.0603, 0.0603, 0.0523, 0.6125, -0.6922, -0.6645, 0.6645, 0.0047, 0.0640, 0.0617, 0.0563, 0.5753, -0.6841, -0.6891, 0.6198, 0.0542, 0.0580, 0.0615, 0.0209, 0.5839, -0.6860, -0.6858, 0.6198, 0.0553, 0.0621, 0.0614, 0.0531, 0.5665, -0.6925, -0.7027, 0.6053, 0.0531, 0.0544, 0.0588, 0.0203]}